1.
{
  "formula": "C5H15ClSi2",
  "method": "ωB97M-V with the def2-TZVPD basis set",
  "elements": ["Cl", "C", "C", "C", "C", "C", "Si", "Si", "H", "H", "H", "H", "H", "H", "H", "H", "H", "H", "H", "H", "H", "H", "H"],
  "xyz": [[-0.1794, 2.2137, -1.9065], [2.4159, 0.7816, -0.8467], [0.7646, 2.5133, 0.9284], [-2.5381, -0.3284, -0.2596], [-0.1251, -2.0048, -1.1784], [-0.6974, -1.5165, 1.7305], [0.6077, 1.1156, -0.2871], [-0.7292, -0.7407, 0.0303], [2.3490, 0.3145, -1.8248], [3.0428, 1.6999, -0.8320], [3.0577, 0.0255, -0.3776], [1.1288, 3.4747, 0.5407], [-0.1605, 2.7962, 1.3490], [1.4753, 2.1896, 1.7323], [-2.7095, 0.4695, 0.4632], [-2.8345, -0.0889, -1.3242], [-3.0179, -1.2165, 0.1901], [0.7525, -2.5197, -0.8018], [-0.9813, -2.6101, -1.4693], [0.2782, -1.4023, -1.9908], [-0.9343, -0.8864, 2.5695], [0.3155, -1.9009, 1.8448], [-1.2811, -2.3788, 1.7199]],
  "forces_ev_per_a": [[-0.22, -0.41, -0.26], [0.19, -0.46, 0.17], [1.34, -0.21, 0.83], [0.42, -0.19, -0.37], [0.39, 0.82, -0.04], [1.75, 1.08, -0.39], [1.68, 1.29, -0.45], [-0.73, -0.10, 0.35], [0.03, 0.56, -0.66], [-0.69, -0.39, -0.40], [-0.50, 0.06, 0.77], [0.28, -0.56, -0.43], [-1.24, 0.02, 0.86], [-0.66, 0.34, -0.37], [-0.45, 0.37, -0.35], [0.12, -0.24, 1.45], [-0.28, 0.28, -0.66], [-0.20, -0.59, 0.15], [0.39, -0.35, -0.24], [-0.33, -0.24, -0.63], [-0.17, 0.24, 0.32], [0.27, 0.11, 0.32], [-1.40, -1.43, 0.04]],
  "lowdin_charge": [0.2493, -0.2539, -0.2854, -0.2232, -0.2110, -0.2055, 0.1417, 0.3749, 0.0049, 0.0401, 0.0228, 0.0357, -0.0028, 0.0459, 0.0216, 0.0552, 0.0316, 0.0344, 0.0394, 0.0174, 0.0294, 0.0299, 0.0077],
  "homo_lumo_gap_ev": 10.41,
  "multiplicity": 1,
  "charge": 0,
  "e_lumo_ha": 0.031
}


2.
{
  "formula": "C6H17NO",
  "method": "ωB97M-V with the def2-TZVPD basis set",
  "elements": ["C", "N", "C", "C", "C", "C", "C", "H", "H", "H", "H", "H", "H", "H", "H", "H", "H", "H", "H", "H", "H", "H", "H", "H", "O"],
  "xyz": [[0.2180, 1.0354, -1.0206], [0.0024, 0.9381, 0.4182], [-1.2501, 1.3081, 0.9668], [-2.4919, 0.4829, 0.6291], [1.6471, 0.6288, -1.3317], [0.8660, -1.8164, -1.4071], [2.0171, -0.8318, -1.1341], [-0.5881, 0.6710, -1.6719], [0.1851, 2.1229, -1.2198], [0.4339, 0.1331, 0.8440], [-1.2130, 1.4682, 2.0160], [-1.4827, 2.3404, 0.6482], [-2.6200, 0.3705, -0.4461], [-3.3650, 0.9457, 1.0956], [-2.4767, -0.5332, 1.0413], [2.2782, 1.3009, -0.7471], [1.8486, 0.9018, -2.3545], [0.0089, -1.5125, -0.7904], [0.4825, -1.9685, -2.4102], [1.1259, -2.7840, -0.9642], [2.3355, -1.0956, -0.1215], [2.9029, -1.1305, -1.7064], [-0.5346, -1.5624, 2.7189], [-0.2946, -0.6180, 3.9301], [-0.0353, -0.7949, 3.0174]],
  "forces_ev_per_a": [[-0.04, 1.64, 0.85], [0.63, -0.50, -0.25], [-1.24, 1.07, -0.83], [0.04, -0.53, 0.31], [0.02, 0.09, -0.26], [-0.32, -0.18, 1.21], [-0.12, -1.15, -0.01], [0.26, -0.78, 0.12], [0.00, -0.16, -0.13], [-0.19, -0.10, 0.08], [0.46, -0.43, 1.14], [0.16, -0.16, -0.39], [-0.21, 0.18, -0.05], [-0.08, 0.13, -0.34], [0.33, 0.04, 0.01], [0.11, -0.21, 0.16], [0.01, 0.03, -0.61], [-0.01, 0.09, -0.24], [0.34, 0.22, -0.32], [0.12, -0.08, -0.44], [-0.14, 0.56, 0.26], [-0.16, 0.33, -0.27], [-0.04, 0.06, 0.23], [-0.04, -0.18, -0.23], [0.11, 0.01, 0.02]],
  "lowdin_charge": [-0.2591, -0.0766, -0.3214, -0.0963, -0.2092, -0.1147, -0.2538, 0.1072, 0.1156, 0.0797, 0.0841, 0.1138, 0.0588, 0.0677, 0.0570, 0.1124, 0.1011, 0.0536, 0.0691, 0.0684, 0.0988, 0.1009, 0.0416, 0.0483, -0.0470],
  "homo_lumo_gap_ev": 8.78,
  "multiplicity": 1,
  "charge": 0,
  "e_lumo_ha": 0.025
}


3.
{
  "formula": "C5H5O2S",
  "method": "ωB97M-V with the def2-TZVPD basis set",
  "elements": ["C", "C", "C", "C", "C", "O", "O", "S", "H", "H", "H", "H", "H"],
  "xyz": [[0.2314, -0.1285, 0.1644], [-0.7190, 0.6075, 0.3388], [-2.0369, 1.4496, -2.5976], [1.4836, -0.9616, 0.0767], [-1.8453, 1.3812, 0.1794], [-1.5139, 2.5058, -2.6709], [-1.6852, 2.7515, 0.1816], [-2.6618, 0.1695, -3.3282], [1.7295, -0.6931, -0.9012], [1.2176, -2.0037, 0.1939], [2.3153, -0.6150, 0.7132], [-2.8149, 1.1249, 0.4673], [-1.3817, 3.0571, -0.6089]],
  "forces_ev_per_a": [[1.30, -0.75, 1.28], [0.11, -0.86, -0.61], [0.43, 0.51, 1.03], [-1.75, 1.60, 0.94], [0.18, 0.81, -1.62], [-0.02, 0.18, 0.23], [-1.19, 0.12, 4.05], [-0.34, -0.72, -0.24], [1.25, -0.54, -1.91], [0.36, -0.24, -0.03], [-0.48, -0.35, 0.16], [-1.20, -0.82, 0.57], [1.35, 1.05, -3.85]],
  "lowdin_charge": [-0.1003, -0.1197, -0.9270, -0.1345, -0.2972, -0.0412, -0.0771, 0.5128, 0.0287, 0.0568, 0.0620, 0.0529, -0.0160],
  "homo_lumo_gap_ev": [5.43, 4.81],
  "multiplicity": 1,
  "charge": -1,
  "e_lumo_ha": [0.125, 0.128]
}


no.,DFT total energy (eV)
1,-33708.1626
2,-10034.7430
3,-20193.3972